{
  "formula": "C23H18BrF2IrN3O4",
  "method": "ωB97M-V with the def2-TZVPD basis set",
  "symbols": ["Ir", "O", "C", "C", "C", "C", "C", "C", "C", "N", "C", "C", "N", "C", "C", "C", "C", "C", "C", "C", "O", "H", "H", "H", "H", "H", "H", "H", "H", "H", "H", "H", "H", "H", "H", "Br", "C", "C", "C", "C", "C", "N", "C", "O", "O", "H", "H", "H", "F", "C", "F", "H"],
  "coordinates": [[-0.1993, -0.1047, -0.2185], [-1.9538, -1.2931, -0.9318], [-3.0971, -1.4554, -0.4029], [-3.8141, -2.6673, -0.6249], [-5.0734, -2.8593, -0.1316], [-5.7049, -1.8701, 0.6274], [-5.0446, -0.6944, 0.8811], [-3.7525, -0.4479, 0.3873], [-3.1726, 0.8318, 0.6098], [-2.0380, 1.2596, 0.1795], [-1.7072, 2.6466, 0.4326], [-0.3372, 2.9665, -0.1759], [0.5533, 1.9817, 0.3542], [1.7186, 2.2230, 0.8145], [2.4699, 1.2598, 1.5572], [3.8399, 1.4181, 1.7537], [4.5587, 0.5154, 2.5067], [3.9088, -0.5698, 3.1060], [2.5681, -0.7618, 2.9313], [1.7800, 0.1222, 2.1340], [0.5435, -0.0928, 1.9889], [-3.3162, -3.4332, -1.1981], [-5.5873, -3.7879, -0.3295], [-6.7004, -2.0375, 1.0096], [-5.5281, 0.0798, 1.4601], [-3.8041, 1.5187, 1.1852], [-1.6572, 2.8213, 1.5166], [-2.4762, 3.2979, 0.0012], [-0.0269, 3.9877, 0.0766], [-0.3891, 2.8774, -1.2668], [2.1651, 3.2122, 0.6683], [4.3491, 2.2388, 1.2697], [5.6236, 0.6397, 2.6315], [4.4778, -1.2707, 3.7004], [2.0560, -1.5983, 3.3816], [-2.3326, 0.9576, -3.0552], [-0.5979, 0.3774, -3.5103], [-0.3073, 0.1096, -4.8386], [1.0013, -0.2098, -5.1652], [1.9653, -0.2065, -4.1683], [1.5640, 0.0552, -2.8681], [0.3019, 0.3183, -2.5416], [2.5916, 0.0975, -1.7063], [3.7106, 0.4923, -1.9770], [2.1186, -0.2716, -0.6068], [-1.0837, 0.1600, -5.5865], [1.2629, -0.4406, -6.1878], [3.0064, -0.4001, -4.3700], [0.6008, -3.0011, -0.8779], [0.3578, -2.3837, 0.3086], [-0.5846, -3.1242, 0.9411], [1.2762, -2.3899, 0.9022]],
  "forces_ev_per_a": [[0.1, 0.7, 2.2], [2.8, 0.0, -0.7], [-1.3, 0.4, 1.1], [0.5, 0.2, -0.2], [0.1, 0.1, 0.0], [-0.2, 0.2, 0.2], [-0.1, -0.1, 0.0], [0.3, -0.7, -0.3], [0.0, -0.2, -0.2], [1.2, -1.6, 0.5], [0.4, 0.8, 0.1], [-0.7, 0.2, -0.2], [-0.4, -1.9, -1.2], [0.8, -0.3, 0.6], [-0.7, -0.4, 0.2], [0.3, -0.2, 0.3], [0.2, 0.3, -0.1], [0.1, 0.2, -0.2], [-0.5, 0.2, -0.2], [2.0, 0.6, 0.1], [-2.1, -0.5, -0.8], [0.1, -0.1, -0.1], [0.0, -0.1, 0.0], [-0.1, 0.0, 0.0], [-0.1, 0.1, 0.1], [0.1, 0.2, -0.3], [0.0, 0.0, -0.2], [0.1, -0.1, 0.0], [0.0, -0.1, 0.0], [0.0, 0.0, 0.0], [-0.2, 0.1, 0.1], [0.0, 0.1, 0.0], [0.1, 0.0, 0.0], [0.0, -0.1, 0.0], [-0.1, -0.1, 0.1], [-0.2, 0.1, -0.3], [0.0, 0.1, -0.3], [-0.1, 0.0, 0.1], [0.1, 0.0, 0.2], [-0.2, 0.1, 0.0], [0.8, 0.0, 0.3], [-0.7, -0.2, 0.1], [-0.6, 0.3, -2.2], [0.2, -0.1, 0.3], [-1.8, -1.0, 1.8], [0.0, 0.0, 0.0], [0.0, 0.0, -0.1], [0.1, 0.0, 0.0], [-0.3, 0.7, 0.6], [-0.4, -0.1, -1.2], [0.4, 1.3, -0.5], [-0.1, 0.8, 0.0]],
  "lowdin_charge": [1.49, -0.22, -0.38, 0.00, -0.08, -0.10, -0.05, -0.15, -0.09, -0.08, -0.21, -0.21, -0.06, -0.07, -0.17, -0.04, -0.09, -0.08, -0.02, -0.41, -0.14, 0.12, 0.11, 0.10, 0.11, 0.14, 0.13, 0.13, 0.13, 0.10, 0.15, 0.12, 0.10, 0.10, 0.11, 0.85, -0.71, -0.10, -0.03, 0.01, -0.16, 0.00, -0.61, 0.07, -0.08, 0.10, 0.11, 0.12, 0.02, -0.26, 0.05, 0.12],
  "energy_ha": -4230.42655,
  "lumo_energy_ha": [-0.0679, -0.0495],
  "homo_lumo_gap_ev": [5.5, 6.2],
  "s2": 0.802,
  "multiplicity": 2
}